1.
The following is a quantum chemistry calculation of a structure of composition C28H76F12MgN8O19S4 in a non-equilibrium geometry, from the Open Molecules 2025 dataset.

Its HOMO energy is -8.7 eV. The energy above the lowest of the compared OMol25 structures with the same formula, charge and spin is 0.0 kcal/mol. As for the charge: 0. The calculation puts the HOMO-LUMO gap at 8.63 eV.

Structure (XYZ):
```
148
Properties=species:S:1:pos:R:3:lowdin_charge:R:1
S 4.8039 4.6135 24.4903 0.707
S 4.5174 2.7648 26.3339 0.606
S 0.8249 6.8112 28.9859 0.603
S 2.5576 4.7621 29.6279 0.712
Mg 2.7765 5.6031 26.6894 0.524
F 7.1974 2.7563 26.4058 0.141
F 2.9309 2.8771 23.6232 0.134
F 6.3104 2.1573 28.2276 0.141
F 1.3832 2.6556 28.5160 0.140
F 6.2648 4.2669 27.6876 0.130
F 4.5966 3.0358 22.2974 0.173
F 0.2584 3.4965 30.1625 0.157
F 2.1173 8.1219 30.9761 0.166
F 2.8418 8.5051 28.9510 0.134
F 0.9760 9.3301 29.6451 0.140
F 3.1989 4.6705 22.4137 0.175
F 2.0389 2.4002 30.5983 0.166
O 0.1911 7.3970 27.8277 -0.273
O 7.8401 1.7736 19.5435 -0.216
O 4.6025 8.9051 24.3557 -0.040
O 2.4340 7.3072 25.6650 -0.039
O -0.0209 6.3592 30.0303 -0.243
O 3.9069 4.4095 29.2676 -0.286
O 6.2162 3.9338 32.4635 -0.200
O 7.4488 6.4413 21.3385 -0.224
O 4.8307 1.9511 25.1898 -0.267
O 10.6373 5.0982 24.2095 -0.164
O 2.4734 5.3525 30.9338 -0.248
O 1.0923 4.7625 25.8341 -0.062
O 5.6728 6.3056 30.0282 -0.041
O 4.4947 6.0048 24.2372 -0.302
O 3.6740 2.1350 27.3107 -0.278
O -0.1605 0.8567 24.1211 -0.182
O 6.1958 4.2963 24.3351 -0.255
O 4.5141 -1.8646 31.8274 -0.202
O 4.4915 6.6102 27.5290 -0.071
N 8.4321 6.5738 33.6023 0.019
N 8.2996 6.4147 25.9315 0.059
N 1.8974 5.7799 28.3943 -0.324
N 4.0222 4.2523 25.9836 -0.320
N 5.9811 -1.7838 29.2928 0.041
N 9.3320 4.6636 19.7407 0.060
N -1.4219 3.5067 26.5313 0.061
N 9.0128 -0.9045 19.8019 0.047
C -1.4304 2.2385 25.7205 -0.395
C 7.2172 7.4712 22.2591 -0.121
C 8.1068 0.9157 18.4616 -0.225
C 6.0517 6.5594 33.7623 -0.070
C -0.2185 2.0877 24.8090 -0.228
C 4.6353 -2.1567 33.2135 -0.096
C 7.4133 4.6969 32.5646 -0.216
C 9.6184 5.9236 26.3164 -0.413
C 8.1483 6.8146 20.1528 -0.181
C 0.3979 -0.2226 24.8492 -0.085
C 10.1693 4.7462 25.4897 -0.206
C 9.5090 5.5432 27.7849 -0.068
C -2.6801 2.1399 24.8713 -0.060
C 9.6553 5.0001 23.1922 -0.100
C 3.8014 3.7194 23.0862 -0.658
C 6.1926 3.0270 27.2306 -0.645
C 9.3476 0.0903 18.7531 -0.449
C 3.9147 -0.4874 29.3214 -0.056
C 6.9271 4.8982 19.0954 -0.056
C 9.9533 -0.5354 17.4998 -0.070
C 1.4758 3.2059 29.7148 -0.659
C 5.3750 -0.8248 31.4091 -0.232
C 8.2819 5.5798 19.2710 -0.415
C 5.3433 -0.6111 29.9201 -0.405
C 6.4415 2.7396 31.7153 -0.089
C 7.2551 5.6752 33.7236 -0.418
C 6.5403 1.6540 20.0874 -0.113
C 1.7755 8.2643 29.7145 -0.663
H 5.6151 -2.5491 33.4779 0.090
H 3.4790 0.4526 29.6819 0.059
H 5.0732 6.0749 33.6892 0.085
H 10.2444 0.2863 16.8400 0.075
H 11.0735 4.3474 25.9664 0.126
H 8.8104 4.7036 27.8954 0.061
H 5.3493 -2.5483 29.5156 0.069
H 10.4511 5.2059 28.2172 0.080
H 9.3903 3.8939 19.0850 0.060
H 0.3081 -1.0515 24.1487 0.093
H 6.6322 7.0977 23.0999 0.059
H 8.2417 1.4648 17.5209 0.126
H -1.0576 3.1935 27.4276 0.075
H 7.4844 7.5242 19.6512 0.126
H 9.0613 6.3207 28.4037 0.079
H -0.2593 2.8651 24.0326 0.133
H 6.5071 2.2195 21.0141 0.077
H 3.2736 -1.3094 29.6380 0.076
H 9.4582 3.9102 25.5082 0.120
H 6.4965 4.7625 20.0897 0.071
H 4.8728 6.1811 28.3162 0.012
H 9.8902 -1.2825 20.1460 0.070
H 9.1383 7.2199 20.3714 0.129
H 8.6048 5.9386 18.2882 0.134
H -0.1774 -0.4468 25.7522 0.085
H 5.7348 0.3766 29.6732 0.111
H 4.7596 9.8350 24.1578 0.060
H 5.7821 1.9251 19.3487 0.093
H 3.8566 -2.9101 33.3491 0.088
H 8.3599 7.4151 34.1596 0.065
H 6.7013 8.3510 21.8581 0.093
H 5.4408 2.3123 31.6194 0.080
H 5.0523 0.0664 31.9720 0.110
H 5.5569 5.3672 30.2310 0.023
H 6.3005 0.6282 20.3980 0.092
H 6.4064 -1.0281 31.7276 0.126
H 9.2979 6.1270 33.8800 0.069
H 8.2452 4.0066 32.7595 0.123
H 7.6735 5.1842 31.6171 0.116
H 4.2739 -1.2947 33.7830 0.088
H 5.9966 7.3824 33.0456 0.078
H 8.8299 5.7025 23.2487 0.046
H -1.4130 1.3883 26.4143 0.136
H -2.4259 3.6201 26.6313 0.082
H 10.8242 -1.1761 17.6235 0.073
H 10.1844 5.1276 22.2465 0.079
H 8.2113 7.7501 22.6414 0.091
H -2.7336 2.8727 24.0604 0.091
H 1.4499 -0.0941 25.1199 0.090
H 3.9712 -0.3771 28.2412 0.065
H 6.9932 3.9051 18.6553 0.055
H 1.8118 8.0040 25.9131 0.093
H 5.9649 6.6981 30.8584 0.044
H 3.0612 7.7194 25.0461 0.043
H 5.4013 8.6125 24.8100 0.045
H 1.2412 4.2516 25.0300 0.045
H 7.2932 0.2094 18.2537 0.132
H 5.1148 7.3055 27.3001 0.090
H 9.1963 -1.1218 16.9701 0.079
H 7.0412 2.0381 32.3043 0.096
H 7.5469 5.8428 26.2850 0.040
H 8.1464 6.6013 24.9520 0.036
H 6.8474 3.0266 30.7401 0.085
H 8.6557 -0.2969 20.5397 0.063
H 5.9930 7.0051 34.7615 0.082
H 9.2798 3.9709 23.1264 0.097
H -2.6659 1.1983 24.3152 0.085
H 8.9656 4.2666 20.6032 0.053
H 6.2174 5.4711 18.4938 0.082
H 0.2099 4.4737 26.1659 0.045
H 7.3562 5.1406 34.6723 0.137
H -3.6335 2.1504 25.4033 0.082
H 10.3210 6.7557 26.2236 0.137
H 10.1113 0.8012 19.1034 0.134
H 0.7782 2.2693 25.2323 0.107
H 6.0088 -1.7505 28.2820 0.066
```


2.
The following is a quantum chemistry calculation of a structure of composition C4H2MgO2 in a non-equilibrium geometry, from the Open Molecules 2025 dataset.

Its HOMO energy (spin up / spin down) is -12.5 / -12.8 eV. The energy above the lowest of the compared OMol25 structures with the same formula, charge and spin is 115.6 kcal/mol. Its multiplicity is 2. As for the charge: +1. The calculation puts the HOMO-LUMO gap (spin up / spin down) at 8.29 / 7.15 eV.

Structure (XYZ):
```
9
Properties=species:S:1:pos:R:3:mulliken_spin:R:1
Mg -0.8053 -2.1600 2.0880 1.057
O -1.9425 -0.0209 0.0489 0.018
O -0.8870 -0.2404 0.9946 -0.055
C 1.3180 0.9046 0.4009 -0.007
C 0.0220 0.3506 0.0033 -0.036
C -1.0580 0.5872 -0.7804 0.013
C 2.0131 0.1200 -0.2657 0.009
H 2.6875 -0.5651 -0.7585 0.000
H -1.3478 1.0239 -1.7310 0.001
```


3.
The following is a quantum chemistry calculation of the ion C3H7N2O2 with charge +1 in a non-equilibrium geometry, from the Open Molecules 2025 dataset.

Its HOMO energy is -13.2 eV. The energy above the lowest of the compared OMol25 structures with the same formula, charge and spin is 42.4 kcal/mol. The SMILES is OC1=CN[C@@H](O)[NH2+]1. As for the charge: +1. The calculation puts the HOMO-LUMO gap at 9.91 eV.

Structure (XYZ):
```
14
Properties=species:S:1:pos:R:3:lowdin_charge:R:1
O -2.4853 0.3817 0.0520 0.143
O 2.0143 0.6907 -0.4389 0.078
N -0.1788 0.9576 0.0918 0.208
N 0.6698 -1.1781 0.0917 0.065
C -1.2450 -0.0488 -0.1057 -0.319
C -0.6913 -1.2357 -0.2647 -0.003
C 1.1061 0.1981 0.3625 -0.392
H -3.1713 -0.1469 -0.3157 0.130
H -1.1652 -2.2444 -0.2829 0.165
H 1.2142 -1.4554 -0.6618 0.104
H 1.5356 0.3678 1.4752 0.217
H 0.0698 1.6660 -0.6556 0.221
H -0.6112 1.5737 0.8174 0.211
H 2.9381 0.4735 -0.1651 0.171
```


4.
The following is a quantum chemistry calculation of a structure of composition C2HGdO2 in a non-equilibrium geometry, from the Open Molecules 2025 dataset.

Its HOMO energy (spin up / spin down) is -18.8 / -20.1 eV. The energy above the lowest of the compared OMol25 structures with the same formula, charge and spin is 2.6 kcal/mol. Its multiplicity is 8. As for the charge: +2. The calculation puts the HOMO-LUMO gap (spin up / spin down) at 7.54 / 9.17 eV.

Structure (XYZ):
```
6
Properties=species:S:1:pos:R:3:mulliken_spin:R:1
Gd 0.3085 0.1565 -0.0366 7.936
O -1.8961 0.6014 0.1585 -0.223
O 4.1394 0.2505 0.2389 -0.015
C -2.5334 -0.2222 -0.5645 -0.712
C 3.0278 0.2133 0.1312 0.120
H -3.0462 -0.9995 0.0724 -0.107
```


5.
The following is a quantum chemistry calculation of a structure of composition C40H36BF4GeN6OS4Ti in a non-equilibrium geometry, from the Open Molecules 2025 dataset.

Its HOMO energy (spin up / spin down) is -1.6 / -1.6 eV. The energy above the lowest of the compared OMol25 structures with the same formula, charge and spin is 9.8 kcal/mol. Its multiplicity is 2. As for the charge: -2. The calculation puts the HOMO-LUMO gap (spin up / spin down) at 5.80 / 5.81 eV.

Structure (XYZ):
```
94
Properties=species:S:1:pos:R:3:mulliken_spin:R:1
Ge -0.5340 -0.0820 -2.7209 0.017
Ti 0.1141 -0.0956 -0.0303 0.989
S -2.0535 -1.0449 3.0078 0.000
S -0.1509 -1.5095 2.4202 -0.026
S -2.6101 -1.0075 -0.3132 -0.019
S -3.3313 -1.8033 1.4314 0.001
F 1.2427 4.4669 -0.9412 0.000
F -0.1061 3.4195 -2.4648 -0.002
F 0.9979 2.1717 -0.8870 -0.035
F 2.1936 3.1766 -2.5610 0.000
O -1.2636 1.5564 0.4974 -0.003
N 2.1172 -0.3166 -0.3268 0.024
N 1.0263 1.1995 1.8052 0.015
N -1.8397 3.5745 1.2728 0.008
N 2.2443 -2.2696 -1.7761 0.004
N 0.2322 -2.4335 -0.4613 -0.028
N 3.1749 1.5626 0.8321 0.012
C 2.2384 1.7543 1.8194 0.003
C 0.2170 1.4442 2.8479 -0.001
C -0.7614 -4.6337 -0.3495 -0.001
C 6.1776 0.9053 -2.2634 0.002
C 0.2626 -3.6405 -5.0630 0.001
C -2.3843 0.5453 -3.1938 0.002
C 0.5675 2.2251 3.9267 0.002
C 2.5869 1.2854 -5.3213 0.000
C -0.6894 -3.3002 -0.0035 0.005
C 4.1794 0.5377 -1.0540 -0.006
C 0.4722 0.8034 -4.2151 0.011
C 5.3064 1.3091 -1.2597 -0.007
C -0.6186 -1.9249 -3.5761 -0.007
C 0.1903 -5.1601 -1.2082 0.000
C -2.1478 2.3176 0.8862 0.028
C 3.9240 -0.5806 -1.8050 -0.003
C 5.9240 -0.2437 -3.0192 -0.001
C -0.4673 4.0565 1.2258 -0.001
C -1.6597 -2.8065 -3.2655 0.000
C -2.8328 4.5375 1.7151 -0.001
C -3.1977 -0.0538 -4.1552 0.000
C 1.8309 2.8134 3.9369 -0.001
C 3.0688 0.6702 -0.0816 0.031
C -0.7881 -4.4905 -4.7496 -0.001
C 1.9259 1.9503 -6.3424 0.000
C -3.5777 1.8635 0.9977 0.003
C 2.6291 -1.1355 -1.3305 -0.018
C 1.1696 -4.3147 -1.6588 -0.003
C -0.1702 1.4864 -5.2483 -0.003
C -4.1601 2.1658 -2.8197 0.001
C 1.1627 -2.9697 -1.2689 0.011
C -2.8913 1.6753 -2.5480 0.003
C 4.7880 -1.0104 -2.7942 0.007
C 0.3384 -2.3788 -4.4857 -0.005
C -1.7521 -4.0644 -3.8461 0.001
C -4.4721 0.4274 -4.4343 0.000
C 1.8612 0.7296 -4.2773 -0.012
C 0.5423 2.0519 -6.2971 0.000
C -4.9641 1.5347 -3.7593 0.000
C 2.6621 2.5870 2.8725 0.003
B 1.0786 3.3293 -1.7496 -0.008
H -3.3144 4.2358 2.6480 0.000
H 6.6182 -0.5281 -3.8013 0.000
H 1.0263 -3.9583 -5.7653 0.000
H -3.6400 1.1542 1.8279 0.000
H -2.3187 5.4813 1.8868 0.000
H -2.2625 2.1920 -1.8318 -0.001
H 2.4027 0.2432 -3.4793 0.009
H 0.0129 2.5851 -7.0801 0.000
H 1.1641 -1.7320 -4.7581 0.000
H -4.2947 2.6636 1.1459 0.000
H 3.6533 3.0099 2.8012 0.000
H 2.1498 3.4399 4.7623 0.000
H 3.6690 1.2175 -5.3201 0.000
H -1.2474 1.5945 -5.2292 0.000
H -3.6030 4.7107 0.9623 0.000
H -0.7590 0.9854 2.8076 -0.002
H 0.1716 3.2896 0.8021 0.001
H 1.9624 -4.6288 -2.3203 0.000
H 2.4841 2.4052 -7.1537 0.000
H 5.4779 2.1977 -0.6680 0.000
H 0.1677 -6.1996 -1.5133 0.000
H -1.3982 -2.9298 0.7076 0.000
H -2.5764 -4.7180 -3.5811 0.000
H -5.0819 -0.0656 -5.1843 0.000
H 7.0641 1.4924 -2.4723 0.000
H 4.5590 -1.8960 -3.3723 0.000
H -0.4023 4.9351 0.5803 0.000
H -0.1357 2.3618 4.7369 0.000
H -5.9614 1.9065 -3.9685 0.000
H -3.8179 1.2857 0.1048 -0.001
H -4.5246 3.0420 -2.2937 0.000
H -0.1260 4.3066 2.2333 0.001
H -2.4150 -2.5009 -2.5497 -0.001
H -2.8349 -0.9154 -4.7022 -0.001
H -0.8493 -5.4772 -5.1968 0.000
H -1.5639 -5.2300 0.0630 0.000
```


6.
The following is a quantum chemistry calculation of an isolated molecule of C4H8OS in a non-equilibrium geometry, from the Open Molecules 2025 dataset.

Its HOMO energy is -9.1 eV. The energy above the lowest of the compared OMol25 structures with the same formula, charge and spin is 37.1 kcal/mol. The SMILES is C[C@]1(CS)CO1. As for the charge: 0. The calculation puts the HOMO-LUMO gap at 9.99 eV.

Structure (XYZ):
```
14
Properties=species:S:1:pos:R:3:lowdin_charge:R:1
S 2.6298 0.3073 -0.1466 0.731
O -0.1530 1.2811 -0.9190 -0.039
C -0.2501 0.1647 -0.1022 -0.579
C -0.3958 1.4603 0.4922 -0.103
C 1.0948 -0.6003 0.2118 -0.466
C -1.4980 -0.7129 -0.2382 -0.003
H -1.3281 -1.4901 -0.9681 0.077
H -1.7632 -1.2097 0.6896 0.087
H 0.3553 1.8874 1.1850 0.123
H -1.4170 1.8728 0.5415 0.124
H -2.3616 -0.1866 -0.5090 0.064
H 1.0493 -1.5509 -0.2787 0.062
H 1.1382 -0.8220 1.2821 0.071
H 2.8995 -0.4012 -1.2406 -0.149
```


- Which formula does entry 5 have?
  C40H36BF4GeN6OS4Ti


- charge of number 4 (C2HGdO2)?
  +2


- Which of these has the highest charge?
  C2HGdO2